Entry from OMol25: an isolated molecule of C5H6 (wB97M-V/def2-TZVPD).

Summary:
Total charge: 0
Electronic energy: -193.91512 hartree
Energy relative to the best compared isomer or geometry (same formula, charge and spin): 103.8 kcal/mol
HOMO-LUMO gap (spin up / spin down): 6.69 / 7.74 eV
LUMO level (spin up / spin down): -0.54 / -0.05 eV
HOMO level (spin up / spin down): -7.23 / -7.80 eV

Atoms and positions in Å:
1 C -1.179571 -0.325459 -0.465617
2 C 0.162107 -0.688585 -0.028741
3 C -0.748742 1.100440 -0.745715
4 C 0.884749 -1.377983 0.908243
5 C 0.629272 0.638774 -0.363083
6 H -2.172960 -0.606025 -0.156867
7 H -0.731829 1.583578 -1.719111
8 H -0.948574 1.842944 0.034491
9 H 1.943788 -1.073410 1.116508
10 H 0.722212 -2.343789 1.400674
11 H 1.439547 1.249516 0.019217

Forces on the atoms, in the same order (eV/Å):
C -0.8 0.6 -0.3
C 2.3 1.1 2.0
C 1.4 0.7 0.1
C 1.0 -1.3 -0.1
C -0.4 -0.6 -0.3
H 0.0 -0.5 0.0
H -0.8 -0.1 -0.3
H -1.0 0.1 -0.2
H -1.2 0.1 -0.5
H -0.8 0.4 -0.4
H 0.2 -0.3 -0.1

Entry from OMol25: an isolated molecule of C5H6BNO2S (wB97M-V/def2-TZVPD).

Summary:
Total charge: 0
Electronic energy: -822.40833 hartree
Energy relative to the best compared isomer or geometry (same formula, charge and spin): 35.3 kcal/mol
HOMO-LUMO gap (spin up / spin down): 7.98 / 7.98 eV
LUMO level (spin up / spin down): -1.42 / -1.42 eV
HOMO level (spin up / spin down): -9.40 / -9.40 eV

Atoms and positions in Å:
1 B -2.377453 0.337016 -1.100456
2 C 2.782525 -0.574111 -0.302213
3 C 2.707867 0.792171 -0.374451
4 C 0.659024 -0.356103 0.202850
5 C -1.658226 0.198701 1.130450
6 C -0.663988 -0.746857 0.525723
7 N 1.641720 -1.190780 0.015835
8 O -2.461064 0.856606 0.165798
9 O -1.544326 -0.623143 -1.393084
10 S 1.125512 1.330857 -0.023022
11 H -3.086292 0.825919 -1.902272
12 H 3.667628 -1.158649 -0.469336
13 H 3.487366 1.489855 -0.606631
14 H -2.330329 -0.351659 1.800613
15 H -1.137239 0.980822 1.698215
16 H -0.812726 -1.810643 0.631984

Forces on the atoms, in the same order (eV/Å):
B -0.4 0.4 -0.2
C 0.4 0.7 -0.1
C -0.4 0.0 0.1
C 0.9 1.1 -0.1
C -0.3 0.2 0.4
C -1.8 0.0 -2.8
N -0.7 -0.7 0.2
O -0.1 0.4 0.6
O 1.8 -1.2 2.2
S 0.2 -0.9 0.1
H -0.3 0.2 -0.4
H 0.2 0.0 -0.1
H 0.2 0.1 -0.1
H 0.2 0.1 0.0
H -0.1 -0.2 0.0
H 0.1 -0.1 0.1

Entry from OMol25: C5H6BiCl2O3STi as an isolated structure (wB97M-V/def2-TZVPD).

Summary:
Total charge: +4
Electronic energy: -2800.69135 hartree
Energy relative to the best compared isomer or geometry (same formula, charge and spin): 0.0 kcal/mol
HOMO-LUMO gap (spin up / spin down): 5.25 / 5.66 eV
LUMO level (spin up / spin down): -17.31 / -17.31 eV
⟨S²⟩: 0.7585
HOMO level (spin up / spin down): -22.57 / -22.97 eV
Spin multiplicity: 2

Atoms and positions in Å:
1 Bi -3.781024 -3.303240 -2.556627
2 Ti 0.500497 1.768084 0.105889
3 Cl -1.631481 -4.538012 -2.788879
4 Cl -1.145969 1.598320 1.535256
5 C 0.837443 3.609535 -0.235812
6 C -4.899446 -4.840348 -3.851443
7 C -6.476599 -2.148289 -2.785133
8 O 1.125999 4.732407 -0.499327
9 O -5.412748 -5.608942 -4.540407
10 O -7.548263 -1.790098 -2.933833
11 C 3.953671 0.260696 1.387734
12 S 2.402781 1.230327 1.108709
13 C 2.330121 2.085018 2.712985
14 H 4.243913 -0.250702 0.457736
15 H 3.787265 -0.464201 2.195261
16 H 4.730531 0.972860 1.695910
17 H 2.684882 1.347415 3.444525
18 H 3.009191 2.945299 2.667281
19 H 1.289236 2.393869 2.880173

Forces on the atoms, in the same order (eV/Å):
Bi 2.5 -0.4 0.7
Ti -2.7 -4.5 1.1
Cl -2.2 1.1 0.1
Cl 0.9 0.3 -1.0
C 2.9 12.1 -2.6
C -3.1 -4.9 -4.3
C -3.4 1.0 -0.6
O -2.0 -7.5 1.9
O 2.5 3.7 3.4
O 3.3 -1.0 0.5
C 0.6 -0.5 -0.7
S 2.1 -0.4 1.3
C -0.3 0.4 0.2
H -0.2 0.3 0.3
H -0.4 0.2 -0.2
H -0.3 0.1 -0.2
H -0.3 0.2 -0.1
H -0.2 -0.2 0.0
H 0.4 -0.1 0.3

Entry from OMol25: a 2-piece molecular cluster, C5H6Br2 overall (wB97M-V/def2-TZVPD).

Summary:
Total charge: 0
Electronic energy: -5341.99493 hartree
Energy relative to the best compared isomer or geometry (same formula, charge and spin): 74.9 kcal/mol
HOMO-LUMO gap: 9.68 eV
LUMO level: 0.70 eV
HOMO level: -8.98 eV

Atoms and positions in Å:
1 C -0.001274 -0.573304 2.354827
2 C 0.235704 -0.497326 1.206457
3 C 0.383354 -0.944254 -1.276811
4 C -0.756495 1.462091 -0.170435
5 C 0.646174 -0.075820 -0.098715
6 Br -2.474382 0.617666 0.114499
7 Br 2.368293 0.745575 0.059364
8 H -0.253949 -0.899065 3.340386
9 H -0.539346 -1.421596 -1.307558
10 H 0.533062 -0.496824 -2.290110
11 H 1.063680 -1.723551 -1.259196
12 H -0.547545 2.144864 0.503973
13 H -0.657281 1.661542 -1.176685

Forces on the atoms, in the same order (eV/Å):
C -0.9 -1.2 3.1
C 1.2 0.2 -2.6
C 1.1 1.6 -1.5
C 0.5 -6.7 -2.0
C -3.4 3.1 0.7
Br 0.5 0.5 -0.1
Br 0.2 0.1 -0.5
H 0.1 0.3 -0.1
H -2.0 -0.4 0.5
H -0.1 0.3 1.0
H 1.7 -1.8 0.1
H 1.1 3.1 3.3
H 0.1 0.9 -1.9

Max |F| in eV/Å, matching the order above: 3.3 3.4 12.7 7.0